Run a
ORCA calculation (the ωB97M-V functional and the def2-TZVPD basis) on a 2-piece molecular cluster, C3H7NS overall.

Output
Frontier orbital gap ... 0.3102 Eh
HOMO ... -0.3316 Ha
SMILES ... [H]/N=C\C.C=S

ORCA input file:
```
! RIJCOSX wB97M-V def2-TZVPD def2/J DEFGRID3
* xyz 0 1
H 2.3573 1.2326 -0.1737
N 1.7801 1.0217 -1.0306
C 1.1086 -0.0943 -0.8967
C 1.2330 -0.9886 0.2722
H 0.3507 -0.1391 -1.7300
H 0.8716 -0.5266 1.1365
H 2.2750 -1.1263 0.4452
H 0.7691 -2.0007 0.1659
C -2.5921 0.6818 0.3670
S -3.7492 0.7829 1.5121
H -2.4590 -0.2885 -0.0632
H -1.9452 1.4451 -0.0048
*
```

***

Run b
ORCA calculation (the ωB97M-V functional and the def2-TZVPD basis) on a 2-piece molecular cluster, C3H7NS overall.

Output
Frontier orbital gap ... 0.3220 Eh
HOMO ... -0.3148 Ha
SMILES ... CC1=NS1.C

ORCA input file:
```
! RIJCOSX wB97M-V def2-TZVPD def2/J DEFGRID3
* xyz 0 1
C -0.7260 1.6250 -0.3664
C -1.6849 0.6819 0.1156
N -2.4672 0.2734 1.0460
S -2.0212 -0.9204 -0.4355
H -0.6740 1.7905 -1.5194
H 0.3252 1.3236 -0.2359
H -0.9749 2.5594 -0.0181
C 1.6429 -1.4457 0.1886
H 1.5568 -0.7561 1.0020
H 2.5107 -1.3262 -0.4106
H 1.8845 -2.2691 0.8229
H 0.6281 -1.5364 -0.1893
*
```

***

Run c
ORCA calculation (the ωB97M-V functional and the def2-TZVPD basis) on one molecule with the formula C3H7NS.

Output
Frontier orbital gap ... 0.3454 Eh
HOMO ... -0.3094 Ha
SMILES ... C/C=N/SC

ORCA input file:
```
! RIJCOSX wB97M-V def2-TZVPD def2/J DEFGRID3
* xyz 0 1
C 2.4394 0.0254 0.0272
C 1.0133 -0.5745 -0.0872
N 0.0163 0.1078 0.2190
S -1.4811 -0.8917 0.1015
C -2.5889 0.4073 -0.0474
H 2.4948 1.0262 -0.1935
H 2.8996 -0.0928 1.0718
H 3.0330 -0.6385 -0.6420
H 0.7765 -1.6439 -0.2666
H -2.0761 1.3574 -0.2389
H -3.1810 0.5758 0.8762
H -3.3457 0.3414 -0.8201
*
```

***

The relative energies come out as run a 15.9; run b 32.2; run c 0.0, with values in kcal/mol.

***

Run a
ORCA calculation (the ωB97M-V functional and the def2-TZVPD basis) on a 2-piece molecular cluster, C4H10O2 overall.

Output
Frontier orbital gap ... 0.3940 Eh
HOMO ... -0.3595 Ha
SMILES ... CC(C)C=O.O

ORCA input file:
```
! RIJCOSX wB97M-V def2-TZVPD def2/J DEFGRID3
* xyz 0 1
C -0.7738 -0.3031 1.6180
C 0.2355 -1.2694 1.0128
C 1.1076 -0.5031 -0.0640
C -0.5017 -2.4038 0.3248
O -1.1918 -2.1766 -0.6230
H -0.3297 0.4959 2.2005
H -1.4117 -0.8102 2.3522
H -1.4693 0.1268 0.8908
H 1.0475 -1.4111 1.7386
H 2.0160 -0.0689 0.3441
H 0.5148 0.2854 -0.5053
H 1.4407 -1.1797 -0.8452
H -0.3574 -3.3984 0.7929
O 0.7516 4.8476 -1.9607
H 0.6222 5.5848 -1.3465
H 1.4198 5.2189 -2.5625
*
```

***

Run b
ORCA calculation (the ωB97M-V functional and the def2-TZVPD basis) on one molecule with the formula C4H10O2.

Output
Frontier orbital gap ... 0.3880 Eh
HOMO ... -0.3601 Ha
SMILES ... C[C@@H](O)CCO

ORCA input file:
```
! RIJCOSX wB97M-V def2-TZVPD def2/J DEFGRID3
* xyz 0 1
C 1.8894 -0.0325 1.0242
C 0.6023 -0.4594 0.3310
O -0.3604 -0.7156 1.3356
C 0.1470 0.5978 -0.6857
C -1.2635 0.4043 -1.2206
O -2.1811 0.6644 -0.1566
H 2.1716 -0.7758 1.7753
H 2.7193 0.0855 0.3178
H 1.7244 0.9184 1.5423
H 0.7929 -1.3983 -0.2174
H -1.1982 -0.3070 1.0668
H 0.8398 0.5954 -1.5372
H 0.2010 1.5966 -0.2348
H -1.3975 -0.6185 -1.6016
H -1.4455 1.1032 -2.0483
H -3.0608 0.3723 -0.4232
*
```

***

Run c
ORCA calculation (the ωB97M-V functional and the def2-TZVPD basis) on a 2-piece molecular cluster, C4H10O2 overall.

Output
Frontier orbital gap ... 0.3874 Eh
HOMO ... -0.3534 Ha
SMILES ... CC(C)C=O.O

ORCA input file:
```
! RIJCOSX wB97M-V def2-TZVPD def2/J DEFGRID3
* xyz 0 1
C -2.0343 1.7190 0.9324
C -1.1729 1.7436 -0.3488
C -0.1230 2.8557 -0.3618
C -0.5805 0.3427 -0.5515
O 0.5814 0.0969 -0.3455
H -2.9916 2.1200 0.5916
H -2.3595 0.7045 1.2045
H -1.5638 2.1315 1.8163
H -1.8205 1.8067 -1.2315
H -0.5420 3.8280 -0.0955
H 0.6539 2.5988 0.3548
H 0.2993 2.9740 -1.3583
H -1.2545 -0.4992 -0.2913
O 2.9372 -5.5759 0.3871
H 2.7535 -4.9871 1.1146
H 2.2523 -6.2714 0.3571
*
```

***

The relative energies come out as run a 15.3; run b 0.0; run c 19.4, with values in kcal/mol.

***

Run a
ORCA calculation (the ωB97M-V functional and the def2-TZVPD basis) on one molecule with the formula C4H10O2.

Output
Frontier orbital gap ... 0.4095 Eh
HOMO ... -0.3722 Ha
SMILES ... CO[C@@H](C)CO

ORCA input file:
```
! RIJCOSX wB97M-V def2-TZVPD def2/J DEFGRID3
* xyz 0 1
C 0.4674 -1.1681 -1.5931
O 0.3224 -0.9367 -0.2154
C -0.0213 0.4055 0.1201
C -1.5151 0.6273 -0.0652
C 0.4652 0.5704 1.5606
O 1.8100 0.1736 1.6731
H -0.4306 -0.8882 -2.1615
H 1.3244 -0.6162 -2.0072
H 0.6299 -2.2404 -1.7069
H 0.5608 1.0918 -0.5163
H -1.8543 0.2393 -1.0340
H -1.7760 1.6887 -0.0314
H -2.0731 0.0978 0.7118
H 0.4067 1.6204 1.8654
H -0.1805 -0.0156 2.2365
H 1.8642 -0.6498 1.1635
*
```

***

Run b
ORCA calculation (the ωB97M-V functional and the def2-TZVPD basis) on one molecule with the formula C4H10O2.

Output
Frontier orbital gap ... 0.3785 Eh
HOMO ... -0.3399 Ha
SMILES ... COCCOC

ORCA input file:
```
! RIJCOSX wB97M-V def2-TZVPD def2/J DEFGRID3
* xyz 0 1
C 0.1029 2.9244 -0.5642
O -0.1005 1.5771 -0.9027
C -0.1918 0.7524 0.2356
C -0.3754 -0.7004 -0.2182
O 0.5845 -1.4962 0.4468
C 0.4723 -2.8821 0.3629
H 0.2007 3.4850 -1.4970
H -0.7437 3.3320 0.0116
H 1.0207 3.0579 0.0307
H 0.7294 0.8152 0.8365
H -1.0270 1.0859 0.8752
H -1.3806 -1.0710 0.0205
H -0.2297 -0.7450 -1.3057
H -0.1535 -3.4293 1.2494
H -0.3777 -3.4096 -0.0447
H 1.4696 -3.2963 0.4633
*
```

***

Run c
ORCA calculation (the ωB97M-V functional and the def2-TZVPD basis) on a 2-piece molecular cluster, C4H10O2 overall.

Output
Frontier orbital gap ... 0.4064 Eh
HOMO ... -0.3729 Ha
SMILES ... OCCO.C=C

ORCA input file:
```
! RIJCOSX wB97M-V def2-TZVPD def2/J DEFGRID3
* xyz 0 1
O 0.1180 -0.5831 -1.5393
C 1.0000 -0.9207 -0.4968
C 1.7415 0.2699 0.0875
O 2.6511 0.7563 -0.8743
H -0.6191 -0.1005 -1.1392
H 0.4774 -1.4409 0.3246
H 1.7338 -1.6145 -0.9190
H 2.2593 -0.0543 1.0066
H 1.0069 1.0422 0.3751
H 3.0804 1.5399 -0.5127
C -2.5265 -0.3440 0.3285
C -1.9534 0.7133 0.8968
H -3.2557 -0.2388 -0.4714
H -2.2936 -1.3589 0.6429
H -2.1884 1.7289 0.5866
H -1.2320 0.6051 1.7043
*
```

***

Run d
ORCA calculation (the ωB97M-V functional and the def2-TZVPD basis) on a 2-piece molecular cluster, C4H10O2 overall.

Output
Frontier orbital gap ... 0.4119 Eh
HOMO ... -0.3824 Ha
SMILES ... CC(=O)O.CC

ORCA input file:
```
! RIJCOSX wB97M-V def2-TZVPD def2/J DEFGRID3
* xyz 0 1
C 1.5234 0.8852 1.4166
C 1.8897 0.5325 0.0534
O 2.3987 -0.4274 -0.4730
O 1.4288 1.3953 -0.9117
H 0.7529 1.6166 1.4801
H 2.4146 1.2484 1.8851
H 1.2470 0.0138 2.0020
H 1.8111 1.2331 -1.7408
C -2.3109 -0.8430 -1.0506
C -1.1803 -0.7097 0.1306
H -2.3764 -1.7362 -1.7099
H -2.0819 0.1595 -1.3817
H -3.2571 -0.6979 -0.6243
H -0.4598 0.0939 0.0383
H -0.2000 -1.5779 -0.1190
H -1.5997 -1.1863 1.0050
*
```

***

The relative energies come out as run a 0.0; run b 50.2; run c 20.5; run d 30.5, with values in kcal/mol.

***

Run a
ORCA calculation (the ωB97M-V functional and the def2-TZVPD basis) on a 2-piece molecular cluster, C4H10O2 overall.

Output
Frontier orbital gap ... 0.3843 Eh
HOMO ... -0.3556 Ha
SMILES ... CCCC=O.O

ORCA input file:
```
! RIJCOSX wB97M-V def2-TZVPD def2/J DEFGRID3
* xyz 0 1
C -0.7699 0.3283 0.3501
C 0.7209 -0.0978 0.2863
C 0.8961 -1.6114 0.0725
C 2.3405 -1.8965 -0.2773
O 2.8300 -1.6174 -1.3335
H -0.8381 1.1958 1.0258
H -1.4331 -0.4454 0.7440
H -1.0968 0.6389 -0.6438
H 1.2101 0.2542 1.1817
H 1.1784 0.4454 -0.5460
H 0.2489 -1.9344 -0.7360
H 0.6624 -2.1019 1.0158
H 2.9646 -2.3704 0.4973
O -2.9102 2.7176 -0.7138
H -3.5576 3.3851 -0.9725
H -2.4461 3.1101 0.0496
*
```

***

Run b
ORCA calculation (the ωB97M-V functional and the def2-TZVPD basis) on a 2-piece molecular cluster, C4H10O2 overall.

Output
Frontier orbital gap ... 0.3684 Eh
HOMO ... -0.3457 Ha
SMILES ... CCC(C)=O.O

ORCA input file:
```
! RIJCOSX wB97M-V def2-TZVPD def2/J DEFGRID3
* xyz 0 1
C 2.0628 -1.9399 -0.4774
C 0.9065 -0.9147 -0.4822
C 1.1281 0.3228 0.3598
C -0.0104 0.8435 1.1914
O 2.1403 0.9199 0.3183
H 2.4688 -2.0432 0.5429
H 2.8712 -1.5963 -1.1446
H 1.7196 -2.9300 -0.8215
H 0.7529 -0.6042 -1.5336
H -0.0623 -1.2854 -0.0958
H -0.7896 1.3176 0.5711
H 0.3328 1.5734 1.9438
H -0.4546 -0.0195 1.7154
O -4.2293 2.4293 -0.4757
H -3.8413 2.0886 -1.3133
H -4.9956 1.8379 -0.2986
*
```

***

Run c
ORCA calculation (the ωB97M-V functional and the def2-TZVPD basis) on a 2-piece molecular cluster, C4H10O2 overall.

Output
Frontier orbital gap ... 0.4236 Eh
HOMO ... -0.4034 Ha
SMILES ... O=CO.CCC

ORCA input file:
```
! RIJCOSX wB97M-V def2-TZVPD def2/J DEFGRID3
* xyz 0 1
O -1.4671 1.7857 1.0397
C -2.0300 1.0971 0.2527
O -2.7001 -0.0307 0.5368
H -2.1206 1.3830 -0.8161
H -3.0517 -0.4059 -0.2637
C 1.3317 -0.2155 -1.3028
C 0.6495 -0.8659 -0.1196
C 1.0341 -0.1657 1.2065
H 2.4166 -0.1899 -1.2817
H 0.9782 -0.5784 -2.2723
H 0.9923 0.8317 -1.3621
H -0.4331 -0.8202 -0.1036
H 0.9669 -1.9073 -0.0691
H 0.3828 -0.4389 2.0326
H 0.9766 0.9137 1.0704
H 2.0741 -0.3926 1.4522
*
```

***

The relative energies come out as run a 7.0; run b 1.7; run c 0.0, with values in kcal/mol.

***

Run a
ORCA calculation (the ωB97M-V functional and the def2-TZVPD basis) on one molecule with the formula C4H10O2.

Output
Frontier orbital gap ... 0.3922 Eh
HOMO ... -0.3568 Ha
SMILES ... COC[C@@H](C)O

ORCA input file:
```
! RIJCOSX wB97M-V def2-TZVPD def2/J DEFGRID3
* xyz 0 1
C 2.5243 -0.3873 -0.1723
O 1.1655 -0.8346 -0.1174
C 0.0241 -0.2023 -0.7323
C -0.8612 0.1677 0.4631
C -2.1670 0.8809 0.1642
O -1.1709 -1.0198 1.1646
H 3.1736 -1.2016 -0.5378
H 2.7093 0.4278 -0.8829
H 2.9128 -0.0728 0.8156
H -0.4971 -0.9467 -1.3622
H 0.2041 0.6703 -1.3871
H -0.2156 0.8211 1.0688
H -2.6614 1.1806 1.0975
H -2.8472 0.2308 -0.3978
H -1.9607 1.7882 -0.4109
H -0.3325 -1.5024 1.2268
*
```

***

Run b
ORCA calculation (the ωB97M-V functional and the def2-TZVPD basis) on one molecule with the formula C4H10O2.

Output
Frontier orbital gap ... 0.2782 Eh
HOMO ... -0.2535 Ha

ORCA input file:
```
! RIJCOSX wB97M-V def2-TZVPD def2/J DEFGRID3
* xyz 0 1
C -2.1294 -0.4869 -0.3788
C -1.1983 0.2109 0.6188
C 0.1788 -0.3532 0.8372
O 0.8489 -0.5183 -0.6131
C 1.8041 0.7245 0.1352
O 2.8954 0.6438 -0.7182
H -3.0972 0.0266 -0.4336
H -1.6920 -0.4884 -1.3829
H -2.3165 -1.5284 -0.0912
H -1.1354 1.2782 0.3493
H -1.6556 0.1951 1.6194
H 0.1185 -1.3970 1.1796
H 1.4195 -1.3019 -0.5674
H 2.2287 0.6891 1.1294
H 1.1359 1.5620 -0.0511
H 2.5944 0.7439 -1.6327
*
```

***

The relative energies come out as run a 0.0; run b 101.1, with values in kcal/mol.